Entry 1:
{
  "formula": "C4H5N2S",
  "method": "ωB97M-V/def2-TZVPD",
  "symbols": ["C", "C", "C", "C", "N", "N", "S", "H", "H", "H", "H", "H"],
  "positions_angstrom": [[1.757, 0.316, 0.621], [-0.304, -0.442, -0.551], [1.927, 0.034, 2.103], [-1.604, -0.312, -1.280], [-0.169, -1.124, 0.459], [1.344, -0.849, 1.048], [1.041, 0.902, -0.741], [2.973, -0.197, 2.515], [1.209, 0.410, 2.879], [-2.198, 0.346, -0.625], [-1.385, 0.136, -2.281], [-2.168, -1.229, -1.442]],
  "forces_ev_per_angstrom": [[-0.39, -1.41, 0.58], [0.73, 2.49, -1.31], [0.56, -0.35, 1.11], [0.36, 0.69, -0.93], [2.77, -2.26, 3.47], [-1.90, 0.81, -1.02], [-1.02, 0.15, -0.47], [-1.76, -0.14, -0.89], [0.72, 0.32, -1.07], [0.05, 0.01, -0.62], [-0.52, -0.12, 0.87], [0.41, -0.18, 0.26]],
  "de_lowest_ev": 2.762,
  "charge": 1,
  "orbital_gap_ev": 9.4,
  "fmax_ev_per_a": 4.982,
  "energy_ev": -18032.590
}

---

Entry 2:
{
  "formula": "C17H9NO4",
  "method": "ωB97M-V/def2-TZVPD",
  "symbols": ["O", "C", "C", "C", "C", "C", "C", "C", "C", "O", "C", "C", "C", "C", "O", "O", "C", "C", "C", "C", "C", "N", "H", "H", "H", "H", "H", "H", "H", "H", "H"],
  "positions_angstrom": [[-0.464, -2.820, -0.987], [-0.507, -1.992, -0.085], [-1.693, -1.925, 0.791], [-2.759, -2.818, 0.593], [-3.953, -2.741, 1.364], [-4.015, -1.768, 2.362], [-2.953, -0.886, 2.576], [-1.796, -0.944, 1.805], [-0.723, 0.002, 2.015], [-0.747, 0.769, 2.980], [0.426, -0.038, 1.091], [0.589, -1.009, 0.129], [1.868, -0.757, -0.538], [2.567, -1.641, -1.518], [3.751, -1.429, -1.752], [1.903, -2.653, -2.079], [2.360, 0.403, 0.058], [3.588, 1.177, -0.154], [3.747, 2.360, 0.577], [2.754, 2.746, 1.591], [1.646, 1.961, 1.835], [1.481, 0.811, 1.048], [-2.713, -3.557, -0.207], [-4.761, -3.420, 1.194], [-4.922, -1.682, 2.937], [-3.070, -0.161, 3.370], [1.026, -2.673, -1.735], [4.289, 0.848, -0.919], [4.592, 3.017, 0.449], [2.894, 3.636, 2.198], [0.912, 2.235, 2.582]],
  "forces_ev_per_angstrom": [[-0.04, 0.19, 0.23], [0.74, -0.20, -0.63], [-1.15, 0.04, 0.68], [-0.81, 0.06, 0.16], [2.14, 0.90, -0.09], [0.20, -0.29, -0.66], [-0.37, -0.21, 0.16], [-1.09, -1.38, -0.79], [1.49, 1.63, 1.28], [-0.03, -0.30, -0.72], [-1.36, -0.70, 0.14], [0.73, 0.06, -0.61], [-2.04, -1.06, 0.47], [1.77, 0.77, 0.04], [-1.31, -0.35, -0.05], [2.20, 0.73, -0.36], [1.82, 0.60, -0.12], [-1.03, 1.25, 1.00], [-1.42, -1.41, 0.22], [-0.23, -1.32, -0.58], [1.86, 0.82, -1.01], [-0.02, 1.19, 0.87], [0.24, 0.21, 0.23], [-0.31, -0.27, -0.13], [-0.05, 0.09, 0.26], [0.32, 0.14, -0.13], [-2.08, -0.39, 0.53], [-0.26, 0.02, 0.31], [0.18, -0.13, -0.18], [0.01, -0.16, -0.23], [-0.08, -0.53, -0.27]],
  "de_lowest_ev": 0.000,
  "orbital_gap_ev": 6.9,
  "fmax_ev_per_a": 2.552,
  "smiles": "O=C1c2ccccc2C(=O)c2c1c(C(=O)O)c1ccccn21",
  "energy_ev": -27455.791
}

---

Entry 3:
{
  "formula": "C19H42NOP3PrSe",
  "method": "ωB97M-V/def2-TZVPD",
  "symbols": ["Pr", "P", "P", "P", "H", "C", "C", "H", "C", "C", "C", "C", "C", "C", "C", "C", "C", "H", "H", "H", "H", "H", "H", "H", "H", "H", "H", "H", "H", "H", "H", "H", "H", "H", "H", "H", "H", "H", "H", "H", "H", "H", "H", "H", "H", "H", "C", "C", "C", "C", "C", "C", "Se", "H", "H", "H", "H", "H", "H", "C", "C", "N", "O", "H", "H", "H", "H", "H"],
  "positions_angstrom": [[-0.232, 1.400, 0.018], [2.461, 0.758, 1.206], [1.648, 0.878, -2.134], [-0.628, -0.161, 2.527], [-5.563, -1.564, -3.893], [-5.861, -1.046, -2.981], [-5.235, 0.024, -2.355], [-4.276, 0.419, -2.722], [3.037, -0.998, 1.134], [3.987, 1.540, 0.568], [2.764, 1.016, 3.000], [0.272, 0.436, -3.265], [2.575, 2.085, -3.143], [2.726, -0.594, -2.326], [-2.321, -0.831, 2.250], [-0.871, 0.591, 4.170], [0.251, -1.708, 2.974], [-6.855, -1.393, -2.626], [-5.663, 0.571, -1.502], [4.042, -1.059, 1.575], [3.081, -1.362, 0.103], [2.368, -1.662, 1.690], [4.870, 1.052, 1.018], [4.020, 2.607, 0.828], [4.072, 1.454, -0.521], [3.816, 0.784, 3.229], [2.131, 0.385, 3.632], [2.577, 2.062, 3.266], [0.625, 0.592, -4.293], [-0.608, 1.083, -3.097], [-0.026, -0.615, -3.139], [2.934, 1.606, -4.063], [3.438, 2.472, -2.589], [1.924, 2.923, -3.412], [3.122, -0.622, -3.344], [2.151, -1.510, -2.150], [3.562, -0.557, -1.625], [-2.622, -1.341, 3.179], [-2.349, -1.569, 1.435], [-3.021, -0.009, 2.019], [-1.563, -0.042, 4.752], [-1.316, 1.593, 4.055], [0.085, 0.674, 4.711], [-0.365, -2.243, 3.709], [1.223, -1.483, 3.422], [0.382, -2.352, 2.091], [-1.167, -3.255, -1.392], [-2.118, -2.718, -2.287], [-3.260, -3.465, -2.543], [-3.398, -4.765, -2.021], [-2.416, -5.314, -1.177], [-1.314, -4.532, -0.810], [0.175, -2.096, -0.637], [-0.927, -1.721, 0.385], [-2.007, -1.701, -2.694], [-4.028, -3.038, -3.201], [-4.272, -5.347, -2.316], [-2.503, -6.326, -0.764], [-0.578, -4.865, -0.065], [1.847, 4.741, 1.215], [0.368, 4.621, 1.111], [-0.355, 5.598, 1.676], [-0.223, 3.629, 0.542], [2.109, 5.751, 1.564], [2.338, 4.561, 0.249], [2.243, 4.023, 1.956], [-1.367, 5.586, 1.636], [0.090, 6.352, 2.192]],
  "forces_ev_per_angstrom": [[0.53, -0.28, 0.13], [1.23, -0.73, 0.74], [0.45, -0.62, -1.14], [-0.54, -0.87, 0.65], [0.49, 0.43, 0.27], [-0.07, 2.18, 1.69], [-0.86, -2.10, -1.44], [-0.41, -0.23, -0.04], [-0.40, -0.26, -0.30], [0.19, 0.45, -0.26], [-0.17, 0.37, 0.17], [-0.17, -0.05, -0.06], [0.00, 0.45, 0.24], [-0.03, -0.15, 0.30], [-0.13, 0.15, -0.19], [0.03, 0.56, 0.14], [0.07, -0.10, -0.18], [0.83, 0.39, -0.06], [-0.01, -0.57, -0.44], [-0.29, 0.14, -0.09], [0.03, 0.04, 0.34], [0.25, 0.19, -0.19], [-0.45, 0.18, -0.14], [0.01, -0.25, -0.10], [-0.01, 0.02, 0.21], [-0.35, 0.06, -0.14], [0.12, 0.15, -0.19], [0.06, -0.15, 0.09], [-0.28, 0.00, 0.16], [0.08, -0.13, -0.27], [0.11, 0.44, -0.05], [-0.16, 0.04, 0.25], [-0.15, -0.03, -0.14], [0.14, -0.02, 0.02], [-0.08, 0.09, 0.05], [0.33, 0.28, -0.10], [-0.01, -0.01, -0.25], [-0.07, 0.23, -0.36], [-0.18, 0.22, 0.27], [0.08, -0.42, 0.18], [0.34, 0.25, -0.22], [0.16, -0.35, 0.23], [-0.38, 0.05, -0.20], [0.12, 0.17, -0.11], [-0.25, -0.16, -0.04], [0.00, 0.19, 0.47], [-1.03, -0.42, -0.44], [0.36, -0.09, 0.80], [0.01, -0.41, -0.36], [0.38, 0.15, -0.07], [-0.11, 0.38, -0.09], [0.19, 0.70, -0.31], [-1.54, 0.51, 1.23], [1.42, -0.16, -0.73], [-0.06, -0.62, 0.17], [0.37, -0.37, 0.39], [0.25, 0.09, 0.24], [-0.11, 0.47, -0.25], [-0.38, -0.04, -0.47], [0.52, 0.20, 0.16], [-1.26, 1.14, 0.81], [0.72, -1.29, -0.68], [0.62, -0.13, 0.26], [0.06, -0.43, -0.19], [-0.24, 0.01, 0.23], [-0.25, 0.20, -0.32], [0.02, -0.01, 0.00], [-0.10, -0.14, -0.28]],
  "spin_multiplicity": 3,
  "de_lowest_ev": 0.000,
  "charge": 3,
  "orbital_gap_ev": [5.8, 6.4],
  "fmax_ev_per_a": 2.764,
  "energy_ev": -131178.501
}

---

Entry 4:
{
  "formula": "C5H6O",
  "method": "ωB97M-V/def2-TZVPD",
  "symbols": ["O", "C", "C", "C", "C", "C", "H", "H", "H", "H", "H", "H"],
  "positions_angstrom": [[1.093, -0.744, 2.273], [-0.055, -0.395, 2.142], [-0.719, -0.143, 0.808], [0.211, -0.332, -0.347], [0.008, 0.262, -1.559], [-0.314, 1.091, -2.514], [-0.709, -0.255, 3.028], [-1.162, 0.864, 0.814], [-1.571, -0.834, 0.726], [1.037, 0.761, -1.431], [1.109, -0.920, -0.181], [-0.838, 0.844, -3.435]],
  "forces_ev_per_angstrom": [[-0.52, 0.16, -0.02], [0.30, -0.16, 0.06], [-0.06, -0.07, -0.03], [-0.05, -0.08, -0.11], [-0.25, 0.28, -0.10], [-0.13, -0.05, 0.32], [0.08, 0.01, -0.08], [0.10, -0.19, 0.04], [-0.04, 0.03, 0.13], [0.54, -0.12, -0.27], [-0.07, 0.32, -0.02], [0.10, -0.13, 0.08]],
  "de_lowest_ev": 5.513,
  "orbital_gap_ev": 8.1,
  "fmax_ev_per_a": 0.615,
  "energy_ev": -7323.771
}

---

Entry 5:
{
  "formula": "C6H16NOPSi",
  "method": "ωB97M-V/def2-TZVPD",
  "symbols": ["C", "C", "C", "C", "Si", "C", "C", "N", "P", "O", "H", "H", "H", "H", "H", "H", "H", "H", "H", "H", "H", "H", "H", "H", "H", "H"],
  "positions_angstrom": [[-2.185, 0.681, -0.093], [-0.981, -0.276, 0.238], [-1.171, -1.692, -0.219], [-0.961, -0.373, 1.781], [0.633, 0.564, -0.388], [1.338, 1.956, 0.685], [0.588, 0.866, -2.177], [1.932, -1.023, -0.483], [2.327, -1.659, 1.011], [3.313, -2.638, 0.611], [-2.121, 1.585, 0.480], [-2.169, 1.016, -1.147], [-3.076, 0.216, 0.076], [-0.322, -2.331, 0.256], [-1.269, -1.728, -1.343], [-2.080, -1.945, 0.260], [-0.086, -1.058, 1.966], [-0.711, 0.584, 2.284], [-1.784, -0.837, 2.269], [2.422, 1.729, 0.879], [1.281, 2.957, 0.291], [0.779, 1.871, 1.726], [-0.131, 0.229, -2.703], [0.360, 1.826, -2.431], [1.544, 0.764, -2.542], [2.530, -1.286, -1.287]],
  "forces_ev_per_angstrom": [[3.23, 0.55, -1.86], [-0.43, 2.10, 1.42], [1.71, -0.21, -0.87], [3.10, 0.15, -0.12], [1.46, -2.88, 0.08], [-0.18, -1.50, 2.15], [-1.75, -1.36, 0.45], [-1.95, 2.87, 1.65], [-0.96, 1.40, -2.17], [2.26, -2.41, 0.76], [0.01, 0.47, 0.56], [-0.10, -0.28, 0.23], [-2.57, -1.33, 0.62], [-1.56, 0.80, -1.43], [0.30, -0.55, 1.19], [-1.19, -0.97, 0.13], [-0.78, 0.63, 0.47], [-0.40, -0.52, -0.23], [-1.15, -0.26, 0.04], [-0.98, 0.21, -0.11], [-0.28, 0.28, -0.15], [1.26, 0.49, -2.05], [0.35, -0.14, 0.11], [-1.03, 2.94, -0.57], [2.28, -0.75, -1.00], [-0.64, 0.28, 0.71]],
  "orbital_gap_ev": 9.8,
  "fmax_ev_per_a": 3.844,
  "smiles": "CC(C)(C)[Si](C)(C)NP=O",
  "energy_ev": -27186.245
}

---

Entry 6:
{
  "formula": "C13H30BBr4O4P",
  "method": "ωB97M-V/def2-TZVPD",
  "symbols": ["C", "C", "C", "C", "O", "B", "C", "C", "C", "C", "O", "C", "P", "O", "O", "H", "H", "H", "H", "H", "H", "H", "H", "H", "H", "H", "H", "H", "H", "H", "H", "H", "H", "H", "H", "H", "H", "Br", "C", "C", "Br", "H", "H", "H", "H", "Br", "C", "C", "Br", "H", "H", "H", "H"],
  "positions_angstrom": [[6.015, -2.597, -0.453], [4.839, -2.196, 0.443], [3.761, -1.409, -0.308], [2.509, -1.234, 0.542], [1.786, -0.054, 0.150], [0.526, -0.157, -0.394], [-0.645, -0.857, 0.396], [-2.092, -0.413, 0.108], [-3.155, -1.443, 0.535], [-3.967, -2.027, -0.619], [-5.079, -1.186, -0.850], [-6.010, -1.720, -1.761], [0.322, 0.856, -2.053], [1.788, 0.582, -2.790], [-0.717, -0.057, -2.966], [5.670, -2.923, -1.440], [6.595, -3.416, -0.014], [6.701, -1.757, -0.606], [5.203, -1.585, 1.279], [4.390, -3.093, 0.893], [4.131, -0.414, -0.583], [3.514, -1.938, -1.238], [2.785, -1.099, 1.595], [1.868, -2.120, 0.464], [-0.553, -1.952, 0.259], [-0.430, -0.696, 1.466], [-2.221, -0.193, -0.957], [-2.274, 0.519, 0.652], [-2.689, -2.264, 1.095], [-3.877, -0.974, 1.211], [-4.310, -3.049, -0.388], [-3.356, -2.072, -1.537], [-6.790, -2.281, -1.230], [-5.531, -2.389, -2.491], [-6.472, -0.892, -2.302], [1.754, -0.108, -3.453], [-0.501, -0.991, -3.013], [-2.704, 3.389, -2.054], [-3.929, 4.325, -0.874], [-4.054, 3.641, 0.462], [-5.069, 1.992, 0.337], [-4.882, 4.377, -1.392], [-3.524, 5.327, -0.748], [-4.583, 4.279, 1.166], [-3.083, 3.374, 0.867], [3.366, 3.971, 4.373], [3.935, 3.023, 2.775], [3.158, 1.753, 2.557], [3.680, 0.353, 3.805], [4.998, 2.836, 2.889], [3.768, 3.707, 1.945], [3.346, 1.356, 1.562], [2.090, 1.896, 2.687]],
  "forces_ev_per_angstrom": [[0.06, 0.03, 0.03], [0.03, -0.01, 0.02], [0.03, 0.00, 0.05], [0.03, 0.21, 0.56], [-0.06, -0.44, -0.80], [0.09, 0.10, 0.33], [0.03, -0.22, 0.12], [0.03, -0.04, 0.01], [-0.10, -0.07, 0.06], [0.10, -0.06, 0.10], [0.07, 0.14, -0.03], [-0.06, -0.11, -0.16], [-0.08, 0.44, -0.04], [-0.03, 0.24, 0.18], [0.07, 0.16, -0.13], [0.03, -0.02, 0.15], [-0.07, 0.14, -0.04], [-0.13, -0.09, -0.03], [-0.09, -0.16, -0.07], [0.04, 0.12, -0.12], [-0.03, -0.16, -0.01], [0.00, 0.18, 0.04], [-0.01, -0.15, -0.16], [0.03, 0.09, 0.11], [-0.02, 0.20, -0.06], [-0.01, -0.18, -0.13], [-0.03, 0.07, 0.14], [0.04, 0.00, -0.22], [-0.01, 0.13, -0.10], [0.05, -0.12, -0.03], [0.03, 0.14, 0.02], [-0.05, -0.12, 0.11], [0.07, -0.01, -0.08], [-0.06, 0.15, 0.09], [0.00, -0.06, 0.07], [0.04, -0.27, -0.17], [-0.07, -0.25, 0.14], [0.01, -0.01, 0.04], [0.01, -0.01, -0.07], [-0.04, -0.05, 0.02], [0.05, -0.03, -0.01], [-0.01, 0.04, 0.03], [0.02, -0.01, 0.01], [-0.01, 0.01, -0.01], [0.00, 0.04, 0.02], [0.02, -0.02, 0.00], [-0.01, 0.03, 0.03], [0.00, -0.07, -0.01], [0.01, 0.07, 0.06], [0.00, 0.00, -0.03], [-0.02, 0.00, 0.00], [0.00, 0.01, 0.00], [0.00, 0.01, -0.03]],
  "orbital_gap_ev": 8.0,
  "fmax_ev_per_a": 0.919,
  "smiles": "CCCCOB(CCCCOC)P(O)O.BrCCBr.BrCCBr",
  "energy_ev": -312293.721
}